No. 1
The molecule C4H6N2S in a non-equilibrium geometry. Source: OMol25; level of theory: wB97M-V/def2-TZVPD.

The geometry in XYZ format:
```
13
Properties=species:S:1:pos:R:3:forces:R:3
S 0.792 1.835 2.185 -0.340 -1.080 -1.447
N -1.761 1.571 -0.677 1.298 -0.531 -1.821
N -0.269 -0.237 -0.598 1.612 -0.002 0.047
C 0.785 -0.972 -0.140 2.612 0.404 2.725
C -0.025 1.892 0.762 -0.197 2.027 0.834
C -0.634 1.029 -0.349 -0.914 1.568 3.032
C 1.027 -2.271 -0.017 -0.119 -0.038 0.596
H -0.445 2.925 0.615 0.368 -1.177 -0.330
H 1.799 -2.760 0.621 -0.368 1.142 -0.842
H 1.476 -0.422 0.473 0.319 0.965 -0.346
H -2.110 1.022 -1.479 -0.670 0.079 0.526
H -0.871 -0.714 -1.155 -2.284 -1.647 -1.944
H 0.237 -2.899 -0.242 -1.318 -1.709 -1.030
```
Positions in Å, forces in eV/Å.

Output
2S+1 = 1
Energy relative to the best compared isomer or geometry (same formula, charge and spin) = 303.5 kJ/mol
SMILES = [H]/N=C(/C=S)NC=C
E_LUMO = -0.035 hartree
E_tot = -663.61295 a.u.

---

No. 2
A structure of composition C3H2O2Yb in a non-equilibrium geometry. Source: OMol25; level of theory: wB97M-V/def2-TZVPD.

The geometry in XYZ format:
```
8
Properties=species:S:1:pos:R:3:forces:R:3
Yb -0.679 -0.638 2.910 0.553 0.868 -2.567
O -0.892 0.062 -0.505 -0.238 1.120 2.124
O 0.730 -1.263 -0.306 -0.021 -0.419 0.826
C 0.184 0.585 -1.260 -0.456 -1.505 -2.026
C -0.415 -0.916 0.225 -0.114 -0.038 -0.013
C 1.145 -0.375 -1.380 0.455 1.074 0.441
H -0.106 1.374 -1.950 0.165 -0.203 0.398
H 0.032 1.171 2.266 -0.345 -0.897 0.818
```
Positions in Å, forces in eV/Å.

Output
2S+1 = 3
E_LUMO (spin up / spin down) = -0.045 / -0.116 hartree
Expectation value of S² = 2.003
E_tot = -1424.34068 a.u.

---

No. 3
A cluster of 2 separate species, CH2N2S3 in total in a non-equilibrium geometry. Source: OMol25; level of theory: wB97M-V/def2-TZVPD.

The geometry in XYZ format:
```
8
Properties=species:S:1:pos:R:3:forces:R:3
S 3.251 -1.351 -0.441 0.440 -0.004 -0.062
S 2.788 0.205 0.629 -0.163 -0.612 -0.057
S 2.249 1.738 -0.339 0.062 0.563 -0.008
N -0.211 1.297 -0.528 3.745 1.035 -3.488
N -0.203 0.177 -0.129 1.340 -5.188 1.653
C 0.353 -0.807 0.251 -0.540 1.336 0.077
H -0.905 1.811 -0.216 -4.509 3.336 1.875
H 0.679 -1.799 0.044 -0.374 -0.466 0.011
```
Positions in Å, forces in eV/Å.

Output
2S+1 = 1
Energy relative to the best compared isomer or geometry (same formula, charge and spin) = 246.3 kJ/mol
E_LUMO (spin up / spin down) = -0.054 / -0.054 hartree
E_tot = -1343.22110 a.u.

---

No. 4
A structure of composition C36H41BaBrClN5O5S4 in a non-equilibrium geometry. Source: OMol25; level of theory: wB97M-V/def2-TZVPD.

The geometry in XYZ format:
```
94
Properties=species:S:1:pos:R:3:forces:R:3
Ba -1.128 -0.608 1.467 0.709 -1.169 -0.624
Br 1.583 6.781 3.413 0.155 -0.115 0.470
Cl -4.697 -5.429 6.698 -0.695 -1.224 1.102
S 4.089 5.611 -5.008 -0.376 0.361 0.294
S 1.108 4.752 -1.722 -0.443 1.424 0.573
S 0.377 -1.547 4.590 0.922 -1.154 -0.760
S 2.932 1.975 -4.115 0.376 -1.179 -1.157
O -2.937 -1.211 3.161 -0.028 0.377 -0.446
O 1.277 -1.871 1.754 0.018 0.308 -0.049
O -2.320 -3.429 1.206 -0.140 -1.195 3.632
O -0.303 1.780 1.926 -1.121 2.187 -0.871
O -2.051 2.259 0.608 -0.483 0.326 -0.480
N 0.018 -1.436 -1.224 -1.460 4.896 0.562
N -3.233 1.701 -2.279 2.707 1.578 -0.444
N 4.563 -7.373 -2.064 -0.351 0.576 -0.158
N -3.041 -1.291 -1.031 0.196 0.044 0.193
N 2.112 -2.383 2.621 -0.299 0.780 -0.955
C -3.276 -3.585 3.473 -0.479 0.739 0.582
C -0.856 -0.870 -2.279 0.357 -1.320 0.706
C 0.756 -4.673 -0.977 0.686 -1.899 1.400
C -2.511 -4.030 2.321 -0.470 0.223 -3.406
C 1.710 -2.478 3.952 0.450 -0.442 0.057
C -4.036 -0.200 -0.863 1.120 0.238 0.432
C -2.331 4.851 2.033 1.215 -2.291 -0.320
C -1.177 2.596 1.411 2.015 -1.078 1.793
C 1.595 -3.622 -2.946 1.568 -1.588 -1.388
C -4.276 0.851 -1.952 -3.393 -1.515 -0.417
C -3.389 -2.162 3.829 -0.513 -1.503 0.843
C 0.917 -3.581 -1.722 0.160 -0.150 -3.036
C 2.357 5.797 -2.590 1.777 0.701 -0.186
C -4.015 -1.903 5.117 0.187 1.278 0.601
C -4.393 -4.192 5.582 0.894 0.328 -2.056
C 4.358 2.921 -4.710 0.001 0.880 0.322
C -2.396 6.002 2.773 0.440 0.054 -0.054
C -4.430 -2.856 6.008 0.438 -0.812 -1.375
C 2.449 -4.720 -3.256 -0.018 0.156 1.550
C 0.003 4.568 2.617 -0.703 -0.622 -0.155
C 3.894 -3.663 4.240 -2.212 0.355 -0.746
C 3.913 3.976 -5.749 0.279 0.095 1.302
C 3.355 -2.683 2.137 0.884 -0.829 1.100
C 3.703 -6.600 -2.154 0.133 -0.977 -0.023
C 1.132 3.065 -2.354 -0.158 0.650 -0.642
C -2.213 -1.613 -2.208 -1.355 1.620 -1.164
C 2.594 2.595 -2.513 -1.054 -1.037 1.733
C -1.126 4.030 1.992 -1.618 1.496 0.262
C -3.887 -4.553 4.332 0.578 2.382 0.853
C -1.224 6.561 3.253 0.722 0.388 0.982
C 2.572 -3.360 4.663 1.025 0.451 0.400
C 1.661 -5.708 -1.149 0.528 -1.220 0.291
C -0.050 5.821 3.207 -0.441 0.736 -1.293
C 2.499 5.514 -4.102 -1.339 1.559 -0.740
C 4.301 -3.368 2.917 -2.044 1.206 1.507
C 2.590 -5.709 -2.191 -0.399 1.532 -1.703
H 0.042 -4.657 -0.148 0.215 -0.177 -0.036
H 0.381 -2.512 -1.426 -0.409 -0.388 -0.162
H -3.255 2.378 -3.071 -0.533 -1.102 1.232
H -0.513 -1.118 -3.340 -0.015 0.620 0.812
H -3.344 6.447 2.994 -0.374 0.471 -0.277
H 2.248 -3.683 5.661 0.220 0.403 -0.398
H -3.499 -2.104 -0.696 0.073 -0.855 0.344
H 5.042 2.222 -5.165 0.343 -0.303 0.053
H 0.600 2.494 -1.572 0.299 0.283 -0.244
H 0.914 -0.935 -1.295 -0.187 -0.058 0.261
H 0.905 4.003 2.657 0.516 -0.396 -0.153
H -3.215 4.475 1.528 0.081 -0.144 0.159
H -5.117 1.411 -1.475 -0.127 -0.149 -0.347
H 2.875 3.774 -5.949 -0.377 0.241 -0.513
H -2.181 -5.115 2.355 -0.156 0.836 0.138
H 5.318 -3.478 2.652 0.731 -0.169 -0.668
H 1.514 -2.843 -3.757 0.025 -0.436 1.193
H 4.526 -4.085 4.985 0.579 -0.579 0.149
H 3.344 3.347 -2.292 -0.161 0.164 0.271
H 3.614 -2.321 1.145 -0.671 -0.172 0.149
H -2.122 -2.714 -2.306 0.338 0.675 0.408
H 4.855 3.492 -3.878 -0.332 -1.017 -0.646
H -3.662 0.336 0.051 -0.883 0.000 -0.628
H 2.158 4.520 -4.209 -0.226 -0.979 -0.512
H 1.820 6.158 -4.765 0.535 -0.828 1.381
H -3.933 -5.564 4.065 0.318 -1.381 -0.405
H 1.746 -6.564 -0.476 -0.170 0.269 0.175
H -1.173 7.567 3.694 -0.265 -0.526 -0.155
H 0.481 2.999 -3.262 0.900 -0.100 0.482
H 3.080 -4.782 -4.174 -0.562 0.065 0.834
H -2.779 -1.292 -3.128 0.325 -0.292 0.372
H -4.012 -0.835 5.421 -0.023 -0.787 -0.280
H 4.464 4.011 -6.656 0.645 -0.308 -0.762
H -4.766 0.308 -2.844 0.977 0.872 0.896
H -4.738 -2.741 7.023 -0.223 0.813 0.452
H -2.837 2.103 -1.418 -0.019 0.021 -0.725
H -5.049 -0.626 -0.645 0.848 0.248 -0.064
H 2.635 1.788 -1.737 0.737 0.495 -0.773
H 2.057 6.870 -2.475 -0.034 -1.035 0.334
H -0.947 0.230 -2.098 -0.400 -0.742 -0.774
H 3.402 5.731 -2.114 -1.505 -0.160 -0.471
```
Positions in Å, forces in eV/Å.

Output
2S+1 = 1
Charge = -2
Energy relative to the best compared isomer or geometry (same formula, charge and spin) = 202.1 kJ/mol
E_LUMO = 0.116 hartree
E_tot = -6698.77914 a.u.